No. 1
{
  "formula": "C43H40BrN4P2S2SeV",
  "method": "the ωB97M-V functional and the def2-TZVPD basis",
  "total_energy_ev": -252526.205,
  "homo_ev": [-6.452, -6.943],
  "largest_force_ev_per_a": 0.44,
  "total_charge": 0,
  "relative_energy_kcal_mol": 29.19,
  "s2": 2.06,
  "orbital_gap_ev": [5.69, 5.87],
  "multiplicity": 3,
  "species": ["V", "S", "P", "C", "P", "S", "C", "C", "C", "C", "C", "C", "C", "C", "C", "C", "C", "C", "C", "C", "C", "C", "C", "C", "C", "C", "C", "C", "C", "C", "H", "H", "H", "H", "H", "H", "H", "H", "H", "H", "H", "H", "H", "H", "H", "H", "H", "H", "H", "H", "Br", "C", "C", "C", "C", "C", "C", "N", "C", "C", "C", "C", "C", "C", "N", "H", "H", "H", "H", "H", "H", "H", "H", "H", "C", "N", "C", "C", "N", "C", "C", "Se", "H", "H", "H", "H", "H", "H", "H", "H", "C", "H", "H", "H"],
  "coordinates": [[-0.324, -1.447, -0.651], [0.979, 2.244, -1.516], [1.934, 0.950, -0.365], [0.937, -0.322, 0.315], [0.219, -0.443, 1.878], [-1.474, -1.513, 1.619], [-0.180, 1.112, 2.719], [-0.411, 2.268, 1.982], [-0.754, 3.445, 2.636], [-0.910, 3.464, 4.012], [-0.719, 2.302, 4.748], [-0.352, 1.130, 4.104], [1.316, -1.321, 3.037], [2.255, -0.630, 3.802], [3.156, -1.325, 4.600], [3.124, -2.711, 4.642], [2.181, -3.404, 3.894], [1.276, -2.713, 3.099], [3.318, 0.133, -1.219], [3.790, -1.098, -0.772], [4.886, -1.691, -1.382], [5.512, -1.057, -2.448], [5.041, 0.167, -2.900], [3.946, 0.763, -2.287], [2.836, 1.832, 0.965], [3.803, 1.167, 1.715], [4.499, 1.831, 2.716], [4.233, 3.169, 2.976], [3.279, 3.841, 2.225], [2.590, 3.177, 1.218], [-0.310, 2.261, 0.903], [-0.896, 4.353, 2.062], [-1.183, 4.384, 4.516], [-0.849, 2.310, 5.822], [-0.196, 0.228, 4.684], [2.283, 0.451, 3.781], [3.880, -0.777, 5.192], [3.826, -3.252, 5.265], [2.138, -4.486, 3.939], [0.521, -3.246, 2.536], [3.274, -1.600, 0.040], [5.245, -2.652, -1.032], [6.363, -1.522, -2.931], [5.522, 0.657, -3.738], [3.558, 1.710, -2.644], [4.024, 0.124, 1.522], [5.249, 1.301, 3.290], [4.776, 3.688, 3.756], [3.073, 4.886, 2.418], [1.855, 3.695, 0.614], [-4.718, 1.538, -5.977], [-3.848, 0.460, -4.681], [-2.866, 1.009, -3.875], [-2.253, 0.217, -2.919], [-2.612, -1.124, -2.768], [-3.570, -1.666, -3.620], [-4.199, -0.874, -4.567], [-1.899, -1.882, -1.817], [-2.231, -3.142, -1.537], [-1.302, -3.993, -0.880], [-1.564, -5.345, -0.601], [-0.565, -6.124, -0.081], [0.698, -5.561, 0.174], [0.882, -4.223, -0.063], [-0.095, -3.446, -0.554], [-2.581, 2.048, -3.986], [-1.478, 0.647, -2.296], [-3.817, -2.720, -3.582], [-4.943, -1.300, -5.227], [-3.187, -3.551, -1.839], [-2.543, -5.750, -0.819], [-0.744, -7.170, 0.128], [1.512, -6.155, 0.565], [1.816, -3.720, 0.151], [-2.373, 3.835, -0.695], [-3.588, 3.312, -1.294], [-4.312, 3.911, -2.314], [-5.332, 3.086, -2.609], [-5.214, 1.981, -1.778], [-6.122, 0.851, -1.766], [-4.141, 2.120, -0.955], [-3.487, 0.933, 0.300], [-2.349, 4.914, -0.837], [-1.489, 3.375, -1.144], [-2.385, 3.591, 0.363], [-4.030, 4.862, -2.733], [-6.112, 3.165, -3.346], [-7.043, 1.107, -1.242], [-5.629, 0.034, -1.246], [-6.344, 0.559, -2.791], [0.830, -1.403, -2.404], [0.282, -1.941, -3.183], [1.783, -1.909, -2.249], [1.022, -0.391, -2.763]]
}

No. 2
{
  "formula": "C4H11NO",
  "method": "the ωB97M-V functional and the def2-TZVPD basis",
  "smiles": "CNC[C@@H](C)O",
  "total_energy_ev": -7862.556,
  "homo_ev": -7.975,
  "largest_force_ev_per_a": 2.13,
  "total_charge": 0,
  "relative_energy_kcal_mol": 46.06,
  "orbital_gap_ev": 8.91,
  "species": ["C", "N", "C", "C", "C", "O", "H", "H", "H", "H", "H", "H", "H", "H", "H", "H", "H"],
  "coordinates": [[-2.184, -1.422, 0.224], [-1.148, -0.728, -0.510], [0.148, -0.511, 0.135], [0.677, 0.975, 0.113], [2.200, 0.909, 0.092], [0.208, 1.526, -1.100], [-2.777, -2.146, -0.306], [-1.690, -1.905, 1.114], [-2.869, -0.670, 0.579], [-1.262, -0.321, -1.418], [0.862, -1.178, -0.352], [0.267, -0.725, 1.228], [0.329, 1.675, 0.906], [2.659, 1.873, -0.065], [2.502, 0.136, -0.615], [2.667, 0.402, 0.940], [-0.588, 2.110, -0.965]]
}